1.
13
Properties=species:S:1:pos:R:3 method="wB97M-V/def2-TZVPD" lumo_ev=1.127 fmax_ev_per_a=3.54 total_charge=0 smiles="FC1=CCCC1" relative_energy_ev=0.6943
F -0.14 -0.17 2.14
C -0.06 -0.18 0.75
C 0.89 -0.76 0.10
C 0.90 -0.19 -1.34
C -0.50 0.50 -1.58
C -1.02 0.62 -0.04
H 1.83 -1.10 0.67
H 1.15 -0.80 -2.18
H 1.84 0.39 -1.40
H -0.56 1.42 -2.22
H -1.15 -0.28 -2.00
H -0.99 1.66 0.39
H -2.07 0.32 0.07

2.
104
Properties=species:S:1:pos:R:3 method="wB97M-V/def2-TZVPD" lumo_ev=-1.809 fmax_ev_per_a=1.64 total_charge=0 relative_energy_ev=0.9779
Cd -0.05 -0.30 0.05
C 0.89 -4.02 -2.59
C 0.91 -2.75 -1.79
S -0.28 -2.70 -0.52
C 1.81 -1.78 -2.10
C 2.73 -1.93 -3.28
S 2.09 -0.31 -1.21
H 0.24 -4.76 -2.10
H 1.89 -4.44 -2.67
H 0.51 -3.83 -3.59
H 3.53 -2.64 -3.07
H 3.18 -0.96 -3.50
H 2.18 -2.28 -4.16
F 1.16 -5.44 4.08
C 0.33 -4.38 4.33
C 0.41 -3.27 3.52
C -0.40 -2.15 3.79
C -0.31 -0.99 2.94
O 0.62 -0.85 2.12
C -1.36 -0.01 3.15
C -2.12 -0.06 4.25
N -2.06 -1.08 5.17
C -2.69 -0.97 6.45
C -3.96 -0.20 6.64
C -3.98 -1.70 6.74
C -1.29 -2.19 4.89
C -1.36 -3.33 5.68
C -0.56 -4.45 5.40
N -0.73 -5.59 6.22
C -0.35 -5.48 7.61
C -1.40 -6.30 8.40
N -2.06 -7.20 7.42
C -1.05 -7.94 6.61
C -0.38 -6.90 5.69
C -1.64 1.03 2.04
O -1.62 2.22 2.32
O -1.91 0.50 0.93
H 1.07 -3.22 2.68
H -2.83 0.74 4.46
H -1.96 -0.92 7.26
H -4.43 0.25 5.79
H -4.05 0.37 7.55
H -4.43 -2.24 5.92
H -4.10 -2.17 7.70
H -2.05 -3.38 6.50
H -0.38 -4.43 7.91
H 0.66 -5.86 7.80
H -2.16 -5.65 8.83
H -0.95 -6.89 9.20
H -2.50 -6.56 6.75
H -2.74 -7.82 7.86
H -1.55 -8.72 6.03
H -0.33 -8.40 7.28
H -0.77 -6.96 4.67
H 0.70 -7.09 5.64
C -1.05 3.69 -1.45
P -0.01 2.15 -1.18
C 1.64 2.69 -0.60
C 1.81 2.46 0.77
C 3.01 2.72 1.39
C 4.08 3.20 0.66
C 3.93 3.43 -0.70
C 2.72 3.17 -1.33
C 0.03 1.51 -2.90
C -1.09 0.70 -3.15
C -1.26 0.07 -4.36
C -0.31 0.22 -5.35
C 0.80 1.01 -5.12
C 0.97 1.65 -3.90
P -0.55 5.38 -2.03
C 0.62 5.95 -0.74
C 1.32 7.12 -1.04
C 2.18 7.68 -0.13
C 2.35 7.09 1.11
C 1.62 5.95 1.44
C 0.74 5.39 0.52
C 0.56 5.03 -3.45
C -0.07 4.56 -4.61
C 0.65 4.36 -5.77
C 2.01 4.63 -5.80
C 2.64 5.10 -4.66
C 1.92 5.31 -3.50
H -1.57 3.86 -0.50
H -1.82 3.35 -2.16
H 0.97 2.09 1.36
H 3.12 2.54 2.45
H 5.03 3.39 1.14
H 4.77 3.80 -1.27
H 2.64 3.36 -2.39
H -1.83 0.59 -2.36
H -2.13 -0.56 -4.52
H -0.42 -0.29 -6.30
H 1.55 1.13 -5.89
H 1.86 2.24 -3.74
H 1.16 7.59 -2.01
H 2.71 8.59 -0.37
H 3.02 7.53 1.83
H 1.73 5.50 2.41
H 0.16 4.53 0.81
H -1.13 4.36 -4.58
H 0.15 3.99 -6.65
H 2.58 4.49 -6.71
H 3.70 5.31 -4.68
H 2.42 5.68 -2.62

3.
30
Properties=species:S:1:pos:R:3 method="wB97M-V/def2-TZVPD" lumo_ev=0.332 fmax_ev_per_a=0.99 total_charge=0 relative_energy_ev=2.5045
O 1.36 0.69 -0.61
N 2.36 0.86 0.13
C 2.99 2.05 0.15
C 4.09 2.29 0.94
C 4.59 1.28 1.75
C 3.94 0.06 1.73
C 2.83 -0.14 0.93
S 2.06 -1.73 0.86
C 0.45 -1.44 1.75
C -0.56 -0.81 0.88
C -1.45 -1.50 0.17
C -2.41 -0.90 -0.75
C -3.64 -1.52 -0.98
C -4.56 -0.96 -1.84
C -4.27 0.23 -2.49
C -3.05 0.84 -2.29
C -2.12 0.29 -1.43
H -1.15 0.74 -1.30
H -2.81 1.76 -2.81
H -4.99 0.67 -3.17
H -5.51 -1.45 -2.01
H -3.87 -2.45 -0.47
H -1.51 -2.57 0.28
H -0.52 0.27 0.79
H 0.17 -2.45 2.04
H 0.70 -0.85 2.63
H 4.28 -0.76 2.34
H 5.46 1.44 2.37
H 4.56 3.26 0.91
H 2.57 2.80 -0.50

4.
15
Properties=species:S:1:pos:R:3 method="wB97M-V/def2-TZVPD" lumo_ev="0.583 / 0.059" fmax_ev_per_a=2.25 total_charge=0 relative_energy_ev=5.2547
C 2.08 1.04 0.62
C 1.52 -0.08 0.22
C -1.49 0.13 -1.23
C -1.36 -0.16 0.23
O 2.06 -1.21 -0.26
O -1.76 0.78 1.09
O -1.43 -1.43 0.70
H 3.16 1.22 0.62
H 1.48 1.86 0.97
H -1.14 1.14 -1.42
H -2.53 0.06 -1.55
H -0.89 -0.57 -1.81
H 3.03 -1.15 -0.29
H -1.78 0.41 1.98
H -0.95 -2.03 0.13

5.
12
Properties=species:S:1:pos:R:3 method="wB97M-V/def2-TZVPD" lumo_ev=0.642 fmax_ev_per_a=2.62 total_charge=0 smiles="NCC=O.O" relative_energy_ev=2.3063
N 0.87 -0.75 0.96
C 0.89 0.40 0.01
C 0.36 -0.06 -1.36
O 0.55 0.57 -2.37
H 1.72 -1.25 1.27
H -0.07 -0.78 1.32
H 1.92 0.86 -0.14
H 0.39 1.42 0.27
H -0.22 -1.03 -1.39
O -1.91 0.20 0.82
H -2.43 0.90 0.48
H -2.09 -0.47 0.12

6.
5
Properties=species:S:1:pos:R:3 method="wB97M-V/def2-TZVPD" lumo_ev=0.719 fmax_ev_per_a=2.46 total_charge=0 relative_energy_ev=0.0399
C 2.13 -0.48 -0.55
C -1.22 0.48 0.01
O 1.77 -0.69 0.50
O -0.34 1.24 -0.01
S -2.33 -0.56 0.06

no.,total energy (eV)
1,-8014.5166
2,-106588.6990
3,-29099.3778
4,-10415.7488
5,-7771.2195
6,-17004.1501